Molecular formula: C4H4ClIO2
Method: DFT, ωB97M-V/def2-TZVPD

```
12
C4H4ClIO2 | the OMol25 dataset | ωB97M-V/def2-TZVPD
C 0.71257 0.17743 0.76893
C -0.50323 -0.24485 -0.97945
C 0.74797 1.45326 1.12070
C -0.80084 -1.59419 -1.05428
O 0.27374 2.50447 0.46891
O -0.64520 0.75129 -1.64735
Cl 1.45573 -1.13123 1.64237
I 1.49804 1.87953 3.06795
H -1.16796 -1.87166 0.03442
H -1.44183 -1.76621 -1.83566
H -0.00100 -2.25357 -1.30114
H -0.12798 2.09573 -0.28540
```

Energy relative to the best compared isomer or geometry (same formula, charge and spin) (kcal per mole): 40.1
Charge: 0
LUMO level (eV): 0.10
HOMO level (eV): -8.569

These are the natural (NBO) partial charges, in e, on atoms 1 to 5:
1 C -0.321
2 C 0.725
3 C 0.134
4 C -0.787
5 O -0.663